Record 1
{
  "formula": "C56H42N9O2RbS5",
  "method": "ωB97M-V/def2-TZVPD",
  "species": ["Rb", "N", "S", "N", "S", "N", "S", "N", "C", "C", "C", "C", "C", "C", "C", "C", "C", "C", "C", "C", "C", "C", "C", "C", "C", "C", "C", "C", "C", "C", "C", "C", "C", "C", "C", "C", "C", "C", "C", "C", "C", "C", "C", "C", "H", "H", "H", "H", "H", "H", "H", "H", "H", "H", "H", "H", "H", "H", "H", "H", "H", "H", "H", "H", "H", "H", "H", "H", "H", "H", "H", "H", "H", "H", "S", "C", "S", "C", "C", "N", "C", "N", "C", "O", "C", "C", "C", "C", "C", "C", "N", "N", "C", "C", "C", "C", "O", "C", "N", "C", "C", "C", "C", "H", "H", "H", "H", "H", "H", "H", "H", "H", "H", "H", "H"],
  "xyz": [[0.41490, -0.00129, 0.11957], [-1.72948, 1.18698, -1.10978], [-3.05072, 1.73170, -0.96374], [-3.20596, 3.46191, -0.90710], [-3.02309, 4.37103, 0.29653], [-2.02969, 4.23636, 1.46040], [-0.50547, 3.50649, 1.35139], [-0.41668, 2.08727, 1.55279], [0.35311, 4.45810, 2.60715], [-0.19023, 5.49398, 3.34754], [0.57509, 6.07778, 4.35008], [1.86451, 5.62408, 4.59213], [2.39407, 4.57940, 3.84292], [1.63814, 3.97997, 2.84718], [0.12492, 4.32305, -0.14599], [0.50378, 5.66223, -0.10321], [0.93191, 6.29247, -1.25977], [0.97576, 5.58874, -2.45713], [0.59323, 4.25733, -2.48994], [0.17113, 3.61053, -1.33311], [-2.79587, 5.97005, -0.47621], [-2.68984, 7.07537, 0.35632], [-2.44158, 8.31686, -0.20259], [-2.29007, 8.43869, -1.57982], [-2.39055, 7.32348, -2.39628], [-2.64936, 6.07419, -1.84654], [-4.56495, 4.58375, 1.17532], [-5.67876, 4.92611, 0.42143], [-6.90943, 5.02112, 1.04685], [-7.01589, 4.76049, 2.40873], [-5.89577, 4.40642, 3.14406], [-4.65384, 4.31806, 2.52881], [-4.02720, 1.27925, 0.47847], [-5.40832, 1.43434, 0.50637], [-6.10087, 1.08484, 1.65310], [-5.41314, 0.58802, 2.75533], [-4.03642, 0.43229, 2.70945], [-3.33183, 0.77024, 1.56069], [-4.21683, 1.44185, -2.28713], [-4.99659, 2.42436, -2.88410], [-5.85323, 2.06221, -3.91309], [-5.92387, 0.73503, -4.32344], [-5.13657, -0.23634, -3.72034], [-4.26530, 0.11377, -2.69460], [-1.19931, 5.82784, 3.14471], [0.16129, 6.88365, 4.94395], [2.45750, 6.08001, 5.37556], [3.39406, 4.21482, 4.04056], [2.02790, 3.14163, 2.26938], [0.47187, 6.21297, 0.82746], [1.23153, 7.33270, -1.22345], [1.31251, 6.07962, -3.36233], [0.62570, 3.70099, -3.41816], [-0.15862, 2.57901, -1.39119], [-2.78583, 6.95472, 1.42881], [-2.35429, 9.18735, 0.43478], [-2.08405, 9.40875, -2.01466], [-2.25508, 7.41717, -3.46597], [-2.71260, 5.18185, -2.45480], [-5.58027, 5.09618, -0.64433], [-7.78753, 5.28338, 0.47110], [-7.98203, 4.82146, 2.89379], [-5.98537, 4.18039, 4.19858], [-3.76627, 4.02037, 3.07047], [-5.93736, 1.80364, -0.36306], [-7.17851, 1.18930, 1.68259], [-5.95931, 0.30379, 3.64688], [-3.50230, 0.02247, 3.55668], [-2.25773, 0.65815, 1.50469], [-4.92612, 3.45116, -2.55182], [-6.46367, 2.81717, -4.39490], [-6.59771, 0.45738, -5.12558], [-5.17193, -1.27711, -4.02131], [-3.63562, -0.65040, -2.23004], [-2.06371, -2.21453, -0.73737], [-1.47215, -3.70478, -1.37341], [-0.00588, -4.40040, -0.84386], [-2.23437, -4.34562, -2.39229], [-1.85563, -5.57511, -2.99286], [-1.62341, -6.57749, -3.52478], [-3.42458, -3.78594, -2.91263], [-4.40214, -3.37999, -3.38897], [1.73627, -6.03859, 4.57625], [1.93858, -4.74708, 5.11277], [3.16922, -4.18583, 4.92458], [4.31110, -4.89733, 4.58859], [5.51207, -4.21648, 4.40574], [5.57916, -2.83791, 4.50349], [4.43092, -2.13720, 4.88569], [3.24500, -2.80464, 5.10089], [6.85027, -2.19997, 4.33693], [6.98069, -1.15512, 3.65155], [5.98387, -0.64429, 2.80295], [5.86657, 0.73965, 2.79970], [4.82240, 1.40600, 2.18536], [3.80845, 0.71544, 1.46083], [2.83040, 1.28495, 0.92479], [4.01003, -0.74943, 1.33588], [3.11819, -1.41531, 0.56880], [3.27444, -2.70118, 0.35368], [4.38516, -3.40883, 0.84395], [5.28839, -2.75817, 1.63695], [5.09609, -1.39728, 1.96263], [0.67458, -6.24811, 4.67641], [2.30631, -6.79713, 5.12315], [2.00829, -6.07169, 3.51837], [4.28108, -5.96934, 4.45355], [6.40995, -4.76216, 4.13985], [4.46403, -1.05922, 4.97517], [2.34282, -2.26710, 5.36298], [6.60824, 1.29273, 3.36872], [4.75361, 2.48746, 2.22953], [2.49817, -3.19831, -0.22286], [4.51002, -4.45447, 0.59267], [6.16011, -3.27762, 2.01154]],
  "homo_lumo_gap_ha": 0.136,
  "lumo_ha": 0.1005,
  "charge": -2
}

---

Record 2
{
  "formula": "C56H45AsF3NO4P2Ru",
  "method": "ωB97M-V/def2-TZVPD",
  "species": ["Ru", "O", "C", "O", "C", "C", "C", "C", "C", "C", "C", "C", "C", "N", "H", "H", "H", "H", "H", "H", "C", "C", "C", "C", "C", "C", "P", "C", "C", "C", "C", "C", "C", "C", "C", "C", "C", "C", "C", "H", "H", "H", "H", "H", "H", "H", "H", "H", "H", "H", "H", "H", "H", "H", "C", "C", "As", "C", "C", "C", "C", "C", "C", "C", "C", "C", "C", "C", "C", "P", "C", "C", "C", "C", "C", "C", "C", "C", "C", "C", "C", "C", "H", "H", "H", "H", "H", "H", "H", "H", "H", "H", "H", "H", "H", "H", "H", "H", "H", "H", "H", "H", "H", "H", "H", "H", "F", "C", "F", "F", "C", "O", "O"],
  "xyz": [[-2.26416, 0.16790, -0.13964], [-1.91775, 4.39893, -0.12993], [-2.26062, 3.24585, -0.06258], [-1.45602, 2.21569, 0.04225], [-3.71166, 2.84933, -0.01781], [-4.68849, 3.73206, -0.49845], [-5.99253, 3.33553, -0.45381], [-6.32594, 2.10763, 0.15423], [-7.66257, 1.66057, 0.28128], [-7.94319, 0.50321, 0.94423], [-6.90376, -0.24512, 1.53784], [-5.60289, 0.14552, 1.40925], [-5.27938, 1.30876, 0.67724], [-3.96853, 1.67673, 0.51958], [-4.37069, 4.68221, -0.90226], [-6.78094, 3.96259, -0.85169], [-8.45218, 2.26534, -0.14707], [-8.96584, 0.16238, 1.03316], [-7.14734, -1.13671, 2.10001], [-4.80082, -0.41747, 1.86374], [-3.91057, -5.59498, -0.85271], [-3.53574, -5.24501, 0.43510], [-2.68923, -4.16625, 0.65027], [-2.20715, -3.44773, -0.43567], [-2.60115, -3.78640, -1.73161], [-3.44595, -4.86258, -1.93886], [-1.16582, -1.98062, -0.25237], [0.19445, -2.36149, -1.37841], [0.76399, -3.63529, -1.42788], [1.82672, -3.87999, -2.28104], [2.30845, -2.86666, -3.10099], [1.70766, -1.61799, -3.09072], [0.65293, -1.36866, -2.22840], [-0.52409, -2.02582, 1.44723], [0.64809, -2.66387, 1.83920], [1.02812, -2.64538, 3.17435], [0.24865, -1.99561, 4.12164], [-0.90860, -1.33480, 3.73540], [-1.28601, -1.34348, 2.40269], [-4.57018, -6.43755, -1.01290], [-3.90986, -5.81315, 1.27671], [-2.41173, -3.89022, 1.65971], [-2.25815, -3.19639, -2.57530], [-3.74855, -5.12622, -2.94371], [0.36489, -4.43193, -0.81117], [2.27055, -4.86607, -2.32449], [3.14562, -3.05392, -3.76164], [2.05770, -0.85126, -3.76307], [0.15425, -0.40890, -2.22069], [1.27048, -3.16501, 1.10915], [1.93802, -3.14735, 3.47441], [0.54485, -2.00118, 5.16259], [-1.51221, -0.81650, 4.46891], [-2.19670, -0.82664, 2.09822], [2.46350, 1.05723, -0.16544], [3.45418, 2.14343, 0.23238], [5.34732, 1.54425, 0.38878], [4.98603, -0.07977, 1.41302], [4.75650, 0.10578, 2.77542], [4.48146, -0.97620, 3.59881], [4.44961, -2.25834, 3.06742], [4.67360, -2.45159, 1.71162], [4.93753, -1.36661, 0.88457], [5.70705, 0.87451, -1.40191], [6.75441, -0.02945, -1.58249], [7.12572, -0.43415, -2.85569], [6.47425, 0.08291, -3.96750], [5.46074, 1.01415, -3.79922], [5.08120, 1.41136, -2.52327], [0.71244, 1.76437, 0.01091], [0.87459, 3.18613, -1.10329], [1.18947, 4.48855, -0.73411], [1.34444, 5.46286, -1.70831], [1.19658, 5.14731, -3.05092], [0.87355, 3.85130, -3.42622], [0.70461, 2.87751, -2.45448], [0.69400, 2.15328, 1.76673], [0.23735, 3.36993, 2.27489], [0.32879, 3.62382, 3.63346], [0.81883, 2.65279, 4.49827], [1.20053, 1.41275, 4.00437], [1.14431, 1.16243, 2.64324], [2.54685, 0.17937, 0.47643], [2.58218, 0.73151, -1.19148], [3.21890, 2.54191, 1.22068], [3.46238, 2.97634, -0.46837], [4.80670, 1.10472, 3.19653], [4.31752, -0.82124, 4.65784], [4.26647, -3.10692, 3.71481], [4.65682, -3.45189, 1.29586], [5.10715, -1.52595, -0.17316], [7.28933, -0.40974, -0.71954], [7.93725, -1.13914, -2.98273], [6.77044, -0.22218, -4.96290], [4.97116, 1.44439, -4.66495], [4.30160, 2.15727, -2.40930], [1.33307, 4.75589, 0.30271], [1.58879, 6.47463, -1.41318], [1.32757, 5.91226, -3.80490], [0.75240, 3.59898, -4.47145], [0.41990, 1.87262, -2.74668], [-0.20860, 4.10656, 1.61885], [0.00967, 4.58290, 4.01950], [0.88461, 2.85620, 5.55902], [1.54119, 0.63637, 4.67725], [1.45275, 0.19241, 2.26808], [-6.33403, -0.55291, -2.39050], [-5.42667, -1.52517, -2.22937], [-5.07302, -1.97623, -3.43388], [-5.99774, -2.52188, -1.55799], [-4.21131, -0.96049, -1.46473], [-3.46249, -0.15777, -2.05635], [-4.05192, -1.30940, -0.28071]],
  "homo_lumo_gap_ha": [0.257, 0.205],
  "spin_multiplicity": 2,
  "lumo_ha": [-0.1188, -0.1763],
  "charge": 1
}